1.
ORCA calculation (ωB97M-V with the def2-TZVPD basis set) on a 9-piece molecular cluster, C36H99N9O9 overall.

```
! RIJCOSX wB97M-V def2-TZVPD def2/J DEFGRID3
* xyz 0 1
O -8.3950 7.3002 -18.3256
O -5.5409 7.9808 -19.6740
O -9.6464 3.4973 -20.6766
O -10.7611 7.1279 -15.5133
O -8.4521 -1.3793 -15.6329
O -12.6343 9.8425 -23.5785
O -1.0687 6.8961 -15.4022
O -7.4260 7.1644 -11.6705
O -13.2218 10.1843 -17.8538
N -11.9902 6.4248 -22.3316
N -8.7620 6.1660 -22.8854
N -9.0493 9.3208 -16.2485
N -7.9508 2.2695 -15.1872
N -5.7742 6.9856 -22.0743
N -6.1083 4.3891 -13.7284
N -15.8541 9.4344 -20.3614
N -7.8037 5.3845 -16.0266
N -2.9290 4.8458 -13.0289
C -12.4580 7.8310 -22.3069
C -2.1219 6.4894 -14.5738
C -8.7628 -1.5952 -16.9738
C -10.9671 8.4178 -14.9567
C -14.6576 10.1619 -19.8509
C -6.7247 4.2975 -11.3542
C -14.2567 9.5184 -18.5187
C -3.4830 6.0171 -22.0520
C -4.2839 7.5946 -20.2031
C -1.7868 5.1593 -13.9220
C -8.7772 4.5202 -21.1054
C -4.6397 6.5401 -21.2269
C -6.9327 8.4023 -11.2295
C -9.1563 7.5801 -19.4934
C -11.9347 9.8200 -18.3245
C -8.9510 4.7267 -22.5933
C -11.8855 6.6259 -16.2015
C -6.5526 6.4970 -12.5472
C -9.7072 3.3862 -19.2689
C -8.6865 -0.0509 -15.1955
C -9.6360 9.1221 -14.8698
C -1.4659 7.7876 -16.4015
C -12.0094 8.5780 -23.5449
C -5.4505 9.0269 -18.7404
C -5.8212 4.8825 -17.3575
C -1.6789 4.0541 -14.9691
C -12.1586 10.6502 -24.6298
C -7.7744 6.0486 -18.4119
C -14.9763 11.6433 -19.7195
C -6.9451 5.8943 -17.1492
C -7.5573 0.8839 -15.5608
C -7.9877 3.8534 -23.4242
C -9.6302 10.3915 -14.0856
C -6.9090 5.0332 -12.6697
C -11.8626 8.4534 -21.0582
C -6.2519 0.4729 -14.8611
H -12.8150 6.8786 -15.6797
H -8.5052 5.2300 -18.4867
H -11.1460 10.1179 -17.6379
H -14.8516 12.1693 -20.6663
H -11.2502 11.1854 -24.3216
H -7.0794 9.1775 -11.9919
H -13.5362 7.7221 -22.1931
H -4.8914 8.7006 -17.8491
H -2.2037 7.3300 -17.0797
H -5.2580 4.7266 -16.4383
H -6.2452 0.6063 -13.7813
H -11.8069 5.5430 -16.2745
H -8.4347 4.6585 -16.3707
H -10.0093 11.2235 -14.6905
H -7.8226 6.3806 -22.5468
H -7.8991 2.3453 -14.1722
H -8.1975 -0.9737 -17.6825
H -2.8698 5.5145 -12.2549
H -12.2609 7.9696 -24.4267
H -0.8991 4.3865 -15.6715
H -7.5273 8.6853 -10.3582
H -11.3198 8.2775 -13.9273
H -3.6396 7.1893 -19.4100
H -8.7571 2.9999 -18.8788
H -2.6175 4.0088 -15.5202
H -6.4121 7.3781 -21.3770
H -8.9383 8.4056 -14.4032
H -12.8994 11.4272 -24.8295
H -6.5899 6.8617 -16.7994
H -12.2658 7.9945 -20.1534
H -2.7082 5.6283 -21.3890
H -6.0237 -0.5629 -15.1334
H -11.9491 7.0434 -17.2138
H -1.8764 8.7140 -15.9842
H -11.6549 9.0192 -15.5605
H -5.8862 8.3463 -10.9144
H -15.1216 9.4325 -17.8559
H -8.1558 2.8143 -23.1213
H -10.5220 2.7037 -19.0482
H -7.1564 2.8453 -15.4525
H -0.6081 8.0205 -17.0319
H -9.5687 8.5798 -19.3947
H -2.7240 3.9891 -12.5156
H -10.9733 6.3943 -22.2420
H -6.5652 6.9714 -13.5406
H -5.1140 5.2989 -18.0836
H -15.9654 11.8283 -19.3046
H -9.0718 5.4502 -20.5961
H -0.8429 5.2609 -13.3735
H -15.7732 8.4526 -20.0977
H -6.9481 3.2312 -11.4024
H -9.9383 6.8168 -19.6068
H -5.4241 1.0588 -15.2752
H -10.2469 10.3094 -13.1903
H -14.2682 12.1000 -19.0181
H -9.6121 0.3217 -15.6591
H -10.9182 8.7016 -23.5080
H -9.9480 4.4282 -22.9245
H -5.6540 4.3266 -11.1015
H -7.1441 5.9831 -19.3115
H -4.9433 9.9046 -19.1557
H -8.5133 -2.6241 -17.2324
H -15.7762 9.3922 -21.3746
H -3.7913 8.4669 -20.6598
H -5.5161 6.5470 -12.1693
H -7.3583 0.8923 -16.6339
H -3.0695 6.3665 -15.1179
H -10.7757 8.3220 -21.0129
H -11.7616 10.4340 -19.2236
H -13.8226 10.0242 -20.5484
H -8.5412 7.5174 -20.4008
H -6.2441 3.9467 -17.7237
H -2.2752 7.2230 -13.7665
H -5.1716 4.7893 -13.7804
H -8.4913 6.1244 -15.8456
H -8.2763 3.9336 -24.4715
H -7.9491 4.9319 -13.0021
H -6.9489 4.1247 -23.2449
H -7.2788 4.7428 -10.5278
H -12.0296 9.5334 -21.0345
H -9.8374 -1.4389 -17.1441
H -5.0573 5.6828 -20.6830
H -11.9829 10.0926 -25.5523
H -3.8190 5.2558 -22.7508
H -1.2877 3.0937 -14.6415
H -8.6238 10.7187 -13.8170
H -5.5005 7.8251 -22.5887
H -3.0349 6.8183 -22.6499
H -8.8203 -0.1128 -14.1155
H -9.1171 8.4251 -16.7211
H -11.8978 8.7636 -18.5965
H -9.9096 4.3641 -18.8134
H -6.5496 4.6599 -14.6105
H -8.0828 9.5101 -16.0030
H -6.4547 9.2820 -18.4082
H -12.1247 6.0114 -23.2540
H -8.6517 6.2775 -23.8915
H -7.7318 4.2389 -20.9047
H -13.9527 8.4893 -18.7817
*
```

As for the structure (SMILES): COC[C@H](C)N.COC[C@H](C)N.COC[C@H](C)N.COC[C@H](C)N.COC[C@H](C)N.COC[C@H](C)N.COC[C@H](C)N.COC[C@H](C)N.COC[C@H](C)N. As for the HOMO energy: -0.319 hartree. The HOMO-LUMO gap is 9.08 eV. As for the LUMO energy: 0.40 eV.

These are the Mulliken partial charges, in e, on atoms 1 to 6:
1. O 0.06
2. O -0.13
3. O -0.48
4. O -0.19
5. O -0.37
6. O -0.29

***

2.
ORCA calculation (ωB97M-V with the def2-TZVPD basis set) on a 9-piece molecular cluster, C36H99N9O9 overall.

```
! RIJCOSX wB97M-V def2-TZVPD def2/J DEFGRID3
* xyz 0 1
O 3.9654 2.2007 1.9661
O -3.9101 2.3567 -5.8848
O -6.0961 -1.8507 -4.4963
O -0.1074 -1.8375 0.4252
O 1.0791 1.9061 6.7734
O -1.0990 -6.0864 0.3252
O 3.9915 4.0872 -2.5293
O -3.3215 5.2611 2.0576
O 3.8055 -3.6344 -0.9865
N -5.7449 -4.8539 -2.3206
N -0.6474 3.6457 9.5276
N -1.2200 3.5142 -0.5806
N 2.2438 -7.9326 0.3103
N 3.3638 0.3747 -2.2162
N -3.9028 3.2389 -2.3418
N 4.0446 -6.6466 -3.1122
N 3.8665 5.4522 3.7693
N 1.3996 1.3874 0.1082
C 3.9338 2.7848 -1.8678
C 0.2618 -6.3728 0.7070
C 4.5854 -5.5566 -2.3267
C -7.0175 -0.9250 -4.0271
C 0.8425 1.7700 5.3601
C 0.0685 -0.5397 -0.1418
C -1.7629 3.8131 0.7477
C 4.3727 3.2476 2.8634
C -5.7451 -3.4775 -2.7071
C 2.7708 -2.8217 -0.5792
C 5.4884 -4.7313 -3.2110
C 3.0651 5.0756 1.5738
C -4.3464 -2.8993 -2.4918
C 0.0483 0.6193 1.9968
C -4.7325 2.2491 -7.0525
C 0.8948 0.2518 0.7771
C -0.5330 4.2299 1.5844
C 0.0896 1.4933 9.6568
C -3.4193 2.6707 -3.5711
C 0.2415 2.8635 7.3968
C -4.3811 4.4951 2.4588
C 4.4922 0.9361 2.2066
C 0.0677 -8.9350 0.4585
C 3.3773 -4.7596 -1.7843
C 0.8298 -7.7302 0.0185
C -0.7695 -2.6740 -0.5316
C 1.9311 1.9365 -3.3735
C -2.9055 1.2921 -3.1733
C 4.7040 5.0385 -1.7298
C -6.2429 -3.2115 -4.1411
C -1.2443 -6.0877 -1.0990
C -4.5730 2.6315 -4.6000
C 3.3941 4.3986 2.9285
C -2.7911 4.9080 0.7637
C 0.3047 2.8076 8.9749
C 3.3828 1.7257 -2.8386
H -7.0005 -0.9068 -2.9373
H -3.4912 4.7151 -0.0492
H -0.8787 1.1081 9.3373
H -0.6281 3.4916 10.5256
H -0.5489 2.7723 -0.4419
H -4.5017 4.8813 3.4709
H 2.5190 4.3404 0.9828
H 1.7011 1.1295 -4.0692
H -1.7858 -2.3409 -0.7422
H 5.2228 3.7868 2.4453
H -2.6566 0.6800 -4.0401
H 3.4027 2.8054 -0.9162
H -0.7729 2.5832 7.1131
H 3.9680 0.2227 1.5706
H 3.9834 5.1827 0.9965
H -0.9247 -0.1163 -0.2915
H 4.2886 0.0758 -1.9412
H -8.0544 -1.0671 -4.3316
H 3.4426 -7.2311 -2.5500
H 1.4518 1.0047 4.8793
H -0.1861 -2.6813 -1.4523
H 0.6550 1.1591 2.7239
H 5.5488 0.8502 1.9528
H -0.3688 -5.6281 -1.5579
H -0.7201 4.2439 -1.0681
H -5.4092 2.0240 -4.2540
H -7.2593 -3.5493 -4.3432
H -0.1519 5.1610 1.1650
H -4.1748 -1.9263 -2.9521
H 4.7045 2.9638 3.8622
H -4.2581 3.4121 2.4657
H 4.3856 0.6292 3.2470
H 1.2414 3.2027 9.3682
H 0.3897 -9.8274 -0.0782
H -5.5247 -3.7543 -4.7556
H -0.1812 1.4627 5.1460
H 0.4085 3.9101 7.1421
H -6.4733 -2.9506 -2.0905
H -5.2934 4.7513 1.9201
H 1.1169 2.0216 -2.6538
H -5.2694 1.3024 -6.9926
H 0.2526 3.4753 1.6239
H 4.0728 5.6069 -1.0467
H -1.4480 -7.0683 -1.5290
H -2.4159 5.8181 0.2957
H 0.1838 -9.1488 1.5210
H 2.2860 -8.1577 1.2940
H 2.1140 -3.3536 0.1092
H -0.7279 -3.6889 -0.1360
H 4.1128 1.6387 -3.6434
H 1.0476 2.6482 4.7479
H 1.9500 1.1176 -0.6945
H -0.9823 -8.7003 0.2839
H -4.1352 -2.6966 -1.4418
H 5.1361 5.7699 -2.4127
H 2.4666 5.9819 1.6663
H -4.4568 2.5570 -1.8435
H -2.5795 3.2545 -3.9481
H 0.7906 -7.5902 -1.0618
H 3.2716 6.2683 3.7701
H -3.1126 3.3602 -1.7246
H 0.8980 -5.5270 0.4461
H 0.5229 -0.5615 -1.1323
H -3.6298 0.7202 -2.5933
H 5.4539 4.5818 -1.0839
H 2.2647 -2.3656 -1.4300
H 5.1460 -5.9576 -1.4823
H 0.8107 0.7264 9.3740
H 2.7115 -4.3912 -2.5647
H 4.8247 -4.3603 -3.9920
H 2.5087 4.0091 3.4310
H -0.8178 1.2233 1.7264
H 1.9364 2.9065 -3.8706
H -4.1444 2.1477 -7.9646
H -3.5865 -3.5661 -2.8991
H 2.7694 -5.4124 -1.1579
H 1.7201 -0.3507 1.1565
H 3.2539 -1.9725 -0.0958
H 5.8426 -3.8213 -2.7268
H -2.1630 -5.5300 -1.2808
H -5.0114 -5.2878 -2.8626
H 3.3818 -6.2992 -3.7905
H -2.0470 1.3505 -2.5043
H -2.2635 2.9372 1.1604
H 0.3438 -6.4542 1.7908
H -5.0152 3.6242 -4.6836
H 2.1244 1.8013 0.6770
H 6.3396 -5.2158 -3.6895
H 4.7177 5.7983 3.3500
H -6.5680 -5.3016 -2.6977
H -5.4532 3.0532 -6.9039
H 0.2007 1.5136 10.7409
H -6.6874 0.0387 -4.4149
H 3.1769 -0.3448 -2.8999
H -0.2424 -0.2931 2.5174
H -0.4434 4.6185 9.3485
H 4.9810 2.5894 -1.6370
H -0.7972 4.3805 2.6311
H 2.8045 -7.0936 0.3514
*
```

As for the structure (SMILES): COC[C@H](C)N.COC[C@H](C)N.COC[C@H](C)N.COC[C@H](C)N.COC[C@H](C)N.COC[C@H](C)N.COC[C@H](C)N.COC[C@H](C)N.COC[C@H](C)N. As for the HOMO energy: -0.318 hartree. The HOMO-LUMO gap is 9.11 eV. As for the LUMO energy: 0.46 eV.

These are the Mulliken partial charges, in e, on atoms 1 to 6:
1. O -0.04
2. O -0.32
3. O -0.26
4. O -0.37
5. O -0.37
6. O -0.46

***

Among the structures shown above, 1 is the most stable, with the second-best lying 63.9 kcal/mol higher.